Here is a cluster of 6 separate species, C10H32O6 in total at a distorted geometry from the OMol25 dataset. Energies are from the ωB97M-V functional and the def2-TZVPD basis.

Calculated values
Energy above the lowest of the compared OMol25 structures with the same formula, charge and spin, eV: 3.1414
Largest force on an atom, eV/Å: 2.4
Lowest unoccupied orbital energy, eV: 0.241
SMILES string: CC(C)O.CC(C)O.CO.CO.CO.CO
Net charge: 0
HOMO level, Ha: -0.3705

CARTESIAN COORDINATES (ANGSTROEM)
C (9.794, -17.143, -14.258)
C (9.348, -18.563, -13.944)
C (9.469, -18.913, -12.477)
O (7.996, -18.809, -14.233)
H (10.882, -17.147, -14.206)
H (9.367, -16.468, -13.516)
H (9.452, -16.801, -15.235)
H (9.841, -19.277, -14.604)
H (9.204, -19.963, -12.353)
H (8.751, -18.358, -11.874)
H (10.463, -18.755, -12.057)
H (7.735, -19.668, -13.893)
C (-5.103, -10.149, -12.258)
C (-4.222, -11.320, -11.850)
C (-4.977, -12.649, -11.854)
O (-3.380, -11.353, -12.991)
H (-6.045, -10.225, -11.715)
H (-5.267, -10.158, -13.335)
H (-4.756, -9.150, -11.993)
H (-3.658, -11.047, -10.959)
H (-5.084, -13.118, -12.833)
H (-5.870, -12.482, -11.252)
H (-4.382, -13.457, -11.427)
H (-2.570, -11.791, -12.720)
C (-1.501, -16.808, -16.120)
O (-1.637, -17.642, -17.213)
H (-1.572, -17.310, -15.156)
H (-0.468, -16.458, -16.110)
H (-2.211, -15.985, -16.197)
H (-0.850, -18.168, -17.371)
C (4.084, -13.499, -13.025)
O (3.185, -13.603, -11.941)
H (5.144, -13.463, -12.775)
H (3.840, -14.283, -13.742)
H (3.861, -12.546, -13.506)
H (3.336, -14.519, -11.693)
C (2.360, -18.789, -8.095)
O (2.952, -18.685, -9.350)
H (1.357, -19.216, -8.100)
H (2.978, -19.297, -7.354)
H (2.315, -17.811, -7.616)
H (3.054, -19.587, -9.661)
C (4.890, -17.499, -19.745)
O (4.813, -18.727, -19.031)
H (5.578, -17.620, -20.581)
H (4.008, -16.931, -20.040)
H (5.334, -16.782, -19.054)
H (5.077, -18.529, -18.130)

Here is a cluster of 10 separate species, H20O10 in total at a distorted geometry from the OMol25 dataset. Energies are from the ωB97M-V functional and the def2-TZVPD basis.

Calculated values
Energy above the lowest of the compared OMol25 structures with the same formula, charge and spin, eV: 4.4248
Largest force on an atom, eV/Å: 9.4
Lowest unoccupied orbital energy, eV: -0.687
SMILES string: O.O.O.O.O.O.O.O.O.O
Net charge: 0
HOMO level, Ha: -0.3851

CARTESIAN COORDINATES (ANGSTROEM)
O (-2.212, -0.591, 1.063)
H (-3.056, -0.806, 1.654)
H (-1.722, -1.429, 0.968)
O (-0.315, 0.140, 2.882)
H (-0.768, -0.025, 2.179)
H (-0.467, 1.048, 3.217)
O (2.584, 1.852, -1.473)
H (3.121, 1.029, -1.299)
H (1.663, 1.599, -1.261)
O (-0.323, 3.125, -0.085)
H (0.067, 2.174, -0.137)
H (0.178, 3.632, 0.490)
O (-2.926, 0.892, -1.325)
H (-2.751, 0.336, -0.586)
H (-3.697, 0.461, -1.603)
O (-1.281, 0.240, -3.357)
H (-1.652, 0.485, -2.549)
H (-0.368, 0.563, -3.188)
O (0.467, 0.310, -0.433)
H (-0.362, -0.144, -0.252)
H (1.165, -0.365, -0.258)
O (2.451, -1.596, 0.135)
H (3.029, -1.302, -0.626)
H (2.666, -2.479, -0.199)
O (-0.713, -2.629, 0.040)
H (-1.237, -2.907, -0.610)
H (-0.139, -3.387, -0.125)
O (2.486, 0.186, 2.419)
H (2.571, -0.515, 1.770)
H (1.538, 0.103, 2.546)

Here is a cluster of 2 separate species, C4H10N2O2 in total at a distorted geometry from the OMol25 dataset. Energies are from the ωB97M-V functional and the def2-TZVPD basis.

Calculated values
Energy above the lowest of the compared OMol25 structures with the same formula, charge and spin, eV: 1.9528
Largest force on an atom, eV/Å: 4.9
Lowest unoccupied orbital energy, eV: 0.503
SMILES string: CC(N)=O.CC(N)=O
Net charge: 0
HOMO level, Ha: -0.3628

CARTESIAN COORDINATES (ANGSTROEM)
C (-0.121, 2.607, 0.458)
C (-1.544, 2.061, 0.238)
O (-1.810, 1.227, -0.658)
N (-2.531, 2.342, 1.157)
H (-0.179, 3.715, 0.621)
H (0.604, 2.070, -0.115)
H (-3.427, 1.990, 0.798)
H (-2.463, 2.642, 2.076)
H (0.300, 2.033, 1.317)
C (1.693, -0.815, -1.000)
C (1.527, -2.225, -0.426)
O (2.177, -3.269, -0.691)
N (0.626, -2.290, 0.598)
H (0.711, -3.107, 1.077)
H (0.034, -1.614, 1.026)
H (2.580, -0.302, -0.669)
H (0.896, -0.110, -1.148)
H (2.017, -1.106, -2.091)

Here is a structure of composition C37H32LuN9O5 at a distorted geometry from the OMol25 dataset. Energies are from the ωB97M-V functional and the def2-TZVPD basis.

Calculated values
Energy above the lowest of the compared OMol25 structures with the same formula, charge and spin, eV: 0.0000
Largest force on an atom, eV/Å: 8.9
Lowest unoccupied orbital energy (spin up / spin down), eV: -1.287 / -1.286
Net charge: 0
HOMO level (spin up / spin down), Ha: -0.1644 / -0.1664

CARTESIAN COORDINATES (ANGSTROEM)
Lu (11.034, 13.169, 12.395)
C (11.695, 16.683, 10.460)
O (11.374, 15.629, 9.760)
C (11.298, 15.444, 8.523)
C (11.671, 16.210, 7.414)
C (11.161, 15.817, 6.155)
C (10.744, 14.495, 6.034)
C (10.850, 13.652, 7.116)
C (11.081, 14.030, 8.420)
N (10.622, 13.242, 9.428)
N (10.921, 11.895, 9.140)
C (10.262, 10.869, 9.704)
C (10.573, 10.581, 11.151)
O (9.941, 11.467, 12.168)
C (9.830, 9.348, 11.757)
C (9.804, 8.197, 11.051)
C (9.999, 8.316, 9.596)
C (9.730, 7.244, 8.761)
C (9.715, 7.288, 7.362)
C (9.464, 8.547, 6.837)
C (9.627, 9.695, 7.621)
C (10.027, 9.622, 8.961)
H (12.633, 17.169, 10.660)
H (14.667, 11.082, 15.968)
H (10.848, 17.178, 10.986)
H (12.188, 17.159, 7.476)
H (11.101, 16.492, 5.315)
H (10.484, 14.107, 5.048)
H (10.585, 12.605, 6.967)
H (9.267, 9.600, 12.654)
H (9.466, 7.223, 11.419)
H (9.489, 6.319, 9.263)
H (9.848, 6.386, 6.744)
H (9.213, 8.643, 5.779)
H (9.316, 10.676, 7.207)
N (9.141, 14.467, 12.679)
C (8.363, 15.553, 13.247)
C (7.049, 16.049, 13.237)
C (6.679, 17.376, 13.661)
C (7.491, 18.183, 14.419)
C (8.933, 17.774, 14.775)
C (10.210, 18.312, 15.382)
C (11.165, 17.630, 16.099)
C (10.942, 16.151, 15.843)
N (10.321, 15.757, 14.764)
C (9.163, 16.324, 14.228)
H (9.380, 14.897, 11.776)
H (8.505, 13.658, 12.594)
H (6.216, 15.429, 12.827)
H (5.695, 17.772, 13.389)
H (7.093, 19.121, 14.773)
H (10.443, 19.409, 15.383)
H (11.810, 18.190, 16.859)
H (11.751, 15.428, 16.307)
O (17.539, 18.067, 10.563)
C (17.825, 17.082, 11.555)
N (16.686, 16.211, 11.711)
C (16.872, 14.987, 12.346)
O (17.962, 14.742, 12.862)
C (15.849, 13.853, 12.372)
C (16.549, 12.600, 12.803)
C (15.809, 11.408, 12.537)
C (14.444, 11.452, 11.989)
N (13.871, 12.633, 11.797)
C (14.549, 13.756, 11.974)
H (18.289, 18.689, 10.497)
H (18.008, 17.575, 12.546)
H (18.670, 16.403, 11.243)
H (15.912, 16.301, 11.057)
H (17.545, 12.721, 13.248)
H (16.329, 10.478, 12.620)
H (13.898, 10.555, 12.041)
H (14.006, 14.647, 11.676)
H (11.527, 10.943, 11.425)
N (9.786, 11.630, 15.478)
C (11.008, 11.981, 15.528)
O (11.746, 12.104, 14.481)
C (11.720, 11.790, 16.795)
C (11.126, 11.410, 17.847)
N (10.635, 10.807, 18.691)
C (12.975, 11.904, 16.706)
N (14.158, 12.081, 16.493)
H (9.489, 10.885, 16.111)
H (9.540, 11.566, 14.502)

Here is the molecule C7H6O at a distorted geometry from the OMol25 dataset. Energies are from the ωB97M-V functional and the def2-TZVPD basis.

Calculated values
Energy above the lowest of the compared OMol25 structures with the same formula, charge and spin, eV: 2.4634
Largest force on an atom, eV/Å: 4.2
Lowest unoccupied orbital energy, eV: 0.311
SMILES string: C#C[C@@H]1CC=CC1=O
Net charge: 0
HOMO level, Ha: -0.3462

CARTESIAN COORDINATES (ANGSTROEM)
C (-1.764, -0.426, -0.554)
C (-0.927, -1.446, -0.235)
C (1.468, 1.152, -0.116)
C (2.681, 1.277, -0.314)
C (-1.302, 0.849, -0.119)
C (0.310, -1.003, 0.460)
C (0.205, 0.603, 0.429)
O (-1.998, 1.824, -0.015)
H (-2.451, -0.416, -1.329)
H (-1.031, -2.448, -0.484)
H (3.398, 1.951, -0.624)
H (0.286, -1.302, 1.513)
H (1.208, -1.600, -0.002)
H (-0.083, 0.984, 1.389)

Here is the molecule C2H3N3O from the OMol25 dataset. Energies are from the ωB97M-V functional and the def2-TZVPD basis.

Calculated values
Energy above the lowest of the compared OMol25 structures with the same formula, charge and spin, eV: 2.8791
Largest force on an atom, eV/Å: 0.7
Lowest unoccupied orbital energy, eV: -0.882
SMILES string: [H]/N=C/N=N\C=O
Net charge: 0
HOMO level, Ha: -0.3445

CARTESIAN COORDINATES (ANGSTROEM)
O (-1.988, 0.810, -0.850)
C (-1.476, 0.109, -0.018)
N (0.730, 0.809, 0.247)
C (1.220, -0.302, -0.075)
N (0.321, -1.424, -0.353)
N (-0.889, -1.177, -0.329)
H (1.401, 1.545, 0.449)
H (2.278, -0.579, -0.153)
H (-1.596, 0.209, 1.081)

> Which of these has the highest largest force on an atom?

H20O10

Repeat the sixth record exactly.
Here is the molecule C2H3N3O from the OMol25 dataset. Energies are from the ωB97M-V functional and the def2-TZVPD basis.

Calculated values
Energy above the lowest of the compared OMol25 structures with the same formula, charge and spin, eV: 2.8791
Largest force on an atom, eV/Å: 0.7
Lowest unoccupied orbital energy, eV: -0.882
SMILES string: [H]/N=C/N=N\C=O
Net charge: 0
HOMO level, Ha: -0.3445

CARTESIAN COORDINATES (ANGSTROEM)
O (-1.988, 0.810, -0.850)
C (-1.476, 0.109, -0.018)
N (0.730, 0.809, 0.247)
C (1.220, -0.302, -0.075)
N (0.321, -1.424, -0.353)
N (-0.889, -1.177, -0.329)
H (1.401, 1.545, 0.449)
H (2.278, -0.579, -0.153)
H (-1.596, 0.209, 1.081)

> Look up the energy above the lowest of the compared OMol25 structures with the same formula, charge and spin of the first one.

3.1414 eV

> What is the energy above the lowest of the compared OMol25 structures with the same formula, charge and spin in the fifth record?

2.4634 eV